# 1
A cluster of 14 separate species, C23H77N25O14 in total. Source: the OMol25 dataset; level of theory: ωB97M-V/def2-TZVPD.

```
139
C23H77N25O14 (ωB97M-V/def2-TZVPD)
C -5.503 1.957 -1.541
O -5.768 2.236 -0.417
N -4.309 1.725 -1.931
N -6.397 1.741 -2.473
H -3.694 2.211 -1.294
H -4.183 1.795 -2.930
H -7.354 1.692 -2.151
H -6.082 1.628 -3.426
C -5.067 0.780 4.519
O -4.719 0.553 5.616
N -6.149 0.510 3.839
N -4.409 1.553 3.697
H -6.151 0.637 2.836
H -6.898 -0.091 4.152
H -4.816 1.848 2.822
H -3.550 2.003 3.981
C 2.956 -4.719 6.526
O 2.045 -5.535 6.582
N 2.829 -3.462 6.683
N 4.197 -5.005 6.479
H 1.904 -3.128 6.916
H 3.706 -2.961 6.681
H 4.920 -4.301 6.531
H 4.554 -5.930 6.668
C -0.384 -0.408 1.542
O -0.709 0.703 1.059
N -0.598 -0.827 2.757
N 0.258 -1.231 0.758
H -0.436 -1.789 3.019
H -1.128 -0.289 3.427
H 0.386 -1.164 -0.242
H 0.286 -2.113 1.250
C 1.269 3.327 -3.673
O 1.584 4.134 -4.550
N 0.651 3.563 -2.593
N 1.537 1.986 -3.798
H 0.600 4.540 -2.340
H 0.358 2.793 -2.009
H 1.207 1.403 -3.042
H 1.915 1.616 -4.658
C 1.731 -3.845 -3.658
O 1.108 -2.774 -3.503
N 1.828 -4.794 -2.734
N 2.424 -4.061 -4.708
H 2.137 -5.690 -3.085
H 1.305 -4.771 -1.871
H 3.094 -4.816 -4.731
H 2.564 -3.159 -5.140
C 0.675 1.981 7.347
O -0.047 2.137 6.375
N 1.423 2.956 7.908
N 0.674 0.912 8.087
H 1.802 2.833 8.835
H 1.336 3.883 7.514
H 0.057 0.154 7.831
H 1.343 0.807 8.837
C -5.507 -3.346 -0.534
O -6.380 -3.390 0.281
N -5.664 -3.850 -1.720
N -4.281 -3.002 -0.356
H -4.884 -3.768 -2.356
H -6.612 -4.102 -1.962
H -3.596 -2.924 -1.094
H -4.068 -2.810 0.613
C -0.677 -6.741 1.538
O -0.097 -5.679 1.659
N -1.677 -6.965 0.793
N -0.325 -7.737 2.268
H -2.006 -7.919 0.853
H -2.129 -6.327 0.154
H 0.279 -7.506 3.044
H -0.876 -8.583 2.302
C 2.499 5.064 1.550
O 2.429 6.253 1.613
N 1.664 4.230 2.026
N 3.503 4.413 1.057
H 0.918 4.668 2.548
H 1.425 3.381 1.533
H 4.271 4.853 0.572
H 3.401 3.412 1.151
C 5.107 -5.202 1.449
O 4.861 -6.248 0.921
N 4.293 -4.240 1.665
N 6.326 -4.961 1.881
H 3.319 -4.400 1.451
H 4.602 -3.506 2.285
H 6.610 -4.082 2.289
H 7.017 -5.651 1.622
C -4.432 -1.780 -6.222
C -3.016 -1.294 -5.910
C -2.610 0.172 -6.329
O -3.623 1.019 -5.819
C -3.362 2.341 -6.185
N -2.961 -1.409 -4.483
H -4.467 -1.616 -7.299
H -5.272 -1.318 -5.703
H -4.575 -2.854 -6.102
H -2.316 -1.970 -6.401
H -2.535 0.265 -7.413
H -1.565 0.253 -6.029
H -2.396 2.654 -5.788
H -4.107 2.943 -5.664
H -3.479 2.490 -7.258
H -1.977 -1.315 -4.274
H -3.460 -0.631 -4.075
C -3.492 7.056 -1.949
C -2.724 7.329 -0.670
C -2.853 6.374 0.491
O -2.109 6.602 1.704
C -2.475 7.677 2.525
N -1.311 7.289 -1.094
H -3.380 7.820 -2.719
H -4.523 6.901 -1.632
H -3.285 6.038 -2.278
H -2.979 8.329 -0.318
H -2.550 5.358 0.236
H -3.886 6.228 0.806
H -2.256 8.665 2.118
H -2.148 7.566 3.559
H -3.543 7.737 2.734
H -1.051 8.176 -1.503
H -0.721 7.236 -0.276
C 6.716 0.265 0.383
C 6.962 -0.817 -0.637
C 5.907 -1.063 -1.792
O 6.425 -1.839 -2.889
C 6.688 -3.176 -2.454
N 8.240 -0.413 -1.231
H 7.435 0.151 1.195
H 5.736 0.144 0.844
H 6.664 1.280 -0.011
H 7.217 -1.771 -0.176
H 5.417 -0.172 -2.184
H 5.038 -1.440 -1.253
H 6.880 -3.745 -3.365
H 5.820 -3.691 -2.043
H 7.546 -3.312 -1.796
H 8.218 -0.279 -2.232
H 8.475 0.474 -0.810
```

- ΔE to the lowest compared entry with this formula, charge and spin (kJ/mol) = 1007.5
- total charge = 0
- E_LUMO (eV) = -0.231
- HOMO-LUMO gap (eV) = 8.919

Atomic partial charges in e from the Löwdin method, atoms 1 to 5:
1 C -0.8535
2 O 0.0550
3 N 0.1812
4 N 0.1732
5 H 0.1254

# 2
A structure of composition C28H44As3N4O3S2Tl. Source: the OMol25 dataset; level of theory: ωB97M-V/def2-TZVPD.

```
85
C28H44As3N4O3S2Tl (ωB97M-V/def2-TZVPD)
Tl 0.043 -2.072 -0.909
C 3.762 -1.029 -4.097
C 2.978 -1.521 -2.905
N 1.691 -1.650 -2.982
N 1.225 -1.522 -4.284
C 0.085 -1.128 -4.630
S -1.403 -0.359 -4.156
S -0.404 -1.250 -6.361
C 0.758 -0.013 -7.058
C 0.432 1.394 -6.658
C -0.393 2.179 -7.455
C -0.741 3.463 -7.063
C -0.268 3.976 -5.864
C 0.562 3.203 -5.065
C 0.911 1.921 -5.461
C 3.736 -1.879 -1.693
C 4.994 -2.473 -1.900
C 5.836 -2.806 -0.865
C 5.442 -2.487 0.439
C 4.222 -1.907 0.677
C 3.291 -1.630 -0.362
O 2.129 -1.153 -0.060
H 3.377 -0.057 -4.409
H 3.633 -1.704 -4.945
H 4.815 -0.921 -3.862
H 0.668 -0.154 -8.134
H 1.755 -0.318 -6.742
H -0.772 1.779 -8.389
H -1.385 4.063 -7.693
H -0.543 4.976 -5.554
H 0.935 3.598 -4.129
H 1.562 1.321 -4.837
H 5.300 -2.702 -2.914
H 6.782 -3.293 -1.057
H 6.106 -2.697 1.268
H 3.916 -1.660 1.687
N 0.329 0.856 -0.751
N -0.596 1.705 -1.347
C -1.567 1.230 -2.164
O -2.473 1.894 -2.590
O -1.404 -0.102 -2.480
H 0.250 0.854 0.260
H 1.283 1.059 -1.023
H -0.744 2.640 -0.997
C 1.220 -2.750 2.885
As 0.275 -1.113 2.369
C 1.539 0.176 3.133
C -1.037 -1.216 3.851
C -2.221 -0.229 3.897
C -1.782 1.218 3.667
C -3.293 -0.606 2.849
As -2.976 -0.131 0.946
C -4.143 1.447 0.866
C -4.286 -1.387 0.203
C -2.910 -0.374 5.270
As -2.192 0.201 7.030
C -2.385 2.153 6.888
C -0.231 0.171 6.886
H 1.718 -2.625 3.847
H 1.959 -3.003 2.127
H 0.499 -3.563 2.963
H 1.917 -0.174 4.095
H 1.060 1.145 3.266
H 2.369 0.285 2.434
H -0.474 -1.176 4.782
H -1.444 -2.231 3.783
H -1.355 1.343 2.667
H -1.029 1.524 4.391
H -2.634 1.897 3.755
H -4.235 -0.118 3.114
H -3.475 -1.684 2.885
H -5.069 1.265 1.413
H -4.372 1.653 -0.179
H -3.643 2.319 1.286
H -5.234 -1.320 0.740
H -3.907 -2.406 0.267
H -4.449 -1.141 -0.846
H -3.164 -1.429 5.413
H -3.867 0.160 5.251
H -3.393 2.405 6.558
H -1.664 2.601 6.208
H -2.239 2.575 7.882
H 0.146 -0.850 6.881
H 0.145 0.665 7.783
H 0.143 0.703 6.012
```

- ΔE to the lowest compared entry with this formula, charge and spin (kJ/mol) = 17.0
- total charge = 0
- E_LUMO (eV) = 0.189
- HOMO-LUMO gap (eV) = 7.461

Atomic partial charges in e from the Löwdin method, atoms 1 to 5:
1 Tl 0.7818
2 C -0.0256
3 C -0.2518
4 N -0.0104
5 N -0.0273

# 3
A cluster of 8 separate species, C51H104IN11 in total. Source: the OMol25 dataset; level of theory: ωB97M-V/def2-TZVPD.

```
167
C51H104IN11 (ωB97M-V/def2-TZVPD)
I -0.205 -0.092 0.054
C 2.277 -3.527 -0.876
C 2.276 -4.451 -2.051
C 1.811 -3.815 -3.376
C 0.379 -3.238 -3.262
N -0.096 -2.505 -4.514
C -0.179 -3.438 -5.746
C -1.101 -2.681 -6.739
C -2.182 -2.121 -5.751
C -1.523 -2.032 -4.392
C 0.661 -1.179 -4.603
H 1.273 -3.163 -0.658
H 2.905 -2.670 -1.122
H 2.658 -4.055 -0.002
H 1.691 -5.318 -1.744
H 3.265 -4.870 -2.237
H 1.820 -4.498 -4.225
H 2.665 -3.160 -3.550
H 0.250 -2.547 -2.429
H -0.391 -3.993 -3.105
H 0.804 -3.597 -6.188
H -0.577 -4.406 -5.441
H -0.451 -1.982 -7.265
H -1.470 -3.381 -7.489
H -2.354 -1.070 -5.985
H -3.007 -2.830 -5.683
H -1.572 -1.102 -3.825
H -2.035 -2.766 -3.770
H 0.595 -0.706 -3.624
H 0.205 -0.457 -5.280
H 1.647 -1.428 -4.998
C -2.022 3.030 -5.367
C -1.372 3.682 -4.132
C -2.112 3.557 -2.802
C -3.605 3.964 -2.985
N -4.554 3.675 -1.785
C -4.506 2.160 -1.415
C -4.050 2.088 0.071
C -3.362 3.400 0.305
C -4.087 4.415 -0.585
C -5.980 4.270 -2.155
H -2.338 2.048 -5.017
H -1.388 3.046 -6.254
H -2.926 3.543 -5.694
H -1.111 4.709 -4.391
H -0.384 3.225 -4.076
H -1.590 4.183 -2.078
H -1.908 2.545 -2.452
H -4.084 3.420 -3.800
H -3.662 5.034 -3.185
H -5.485 1.721 -1.603
H -3.880 1.640 -2.139
H -4.931 2.018 0.708
H -3.463 1.206 0.326
H -3.227 3.770 1.321
H -2.391 3.240 -0.164
H -4.975 4.686 -0.013
H -3.604 5.362 -0.825
H -6.656 4.081 -1.321
H -6.235 3.671 -3.030
H -5.949 5.304 -2.500
C -5.336 -1.448 3.716
C -3.825 -1.372 3.711
C -3.112 -2.692 3.624
C -3.547 -3.544 2.406
N -2.568 -4.667 2.223
C -1.202 -4.254 1.609
C -1.439 -4.073 0.111
C -2.407 -5.245 -0.176
C -3.096 -5.593 1.080
C -2.343 -5.441 3.559
H -5.852 -1.873 2.855
H -5.890 -0.520 3.858
H -5.739 -2.032 4.544
H -3.626 -0.713 4.557
H -3.478 -0.741 2.893
H -3.164 -3.221 4.576
H -2.100 -2.312 3.482
H -3.571 -3.004 1.460
H -4.526 -3.984 2.597
H -0.487 -5.047 1.830
H -0.673 -3.444 2.111
H -0.507 -4.010 -0.452
H -1.967 -3.149 -0.123
H -2.018 -6.167 -0.609
H -3.189 -4.914 -0.859
H -2.944 -6.628 1.386
H -4.167 -5.465 0.924
H -3.336 -5.704 3.922
H -1.784 -4.869 4.300
H -1.786 -6.350 3.332
C 0.269 1.325 4.410
C -0.680 1.616 5.607
N -0.019 1.517 6.889
C -0.609 1.069 8.050
C 0.408 0.966 9.115
N 1.494 1.542 8.577
C 1.305 1.838 7.193
C 2.794 1.556 9.244
H 0.717 0.333 4.472
H 1.017 2.104 4.271
H -0.371 1.368 3.529
H -1.484 0.881 5.584
H -1.199 2.575 5.610
H -1.663 0.844 7.971
H 0.439 0.608 10.134
H 2.011 2.069 6.410
H 3.004 0.631 9.782
H 2.917 2.399 9.924
H 3.478 1.618 8.397
C 1.177 8.621 -0.565
C 0.510 7.791 0.560
N 0.613 6.368 0.275
C -0.204 5.508 -0.502
C 0.232 4.164 -0.425
N 1.387 4.269 0.338
C 1.629 5.564 0.731
C 2.290 3.123 0.646
H 0.420 8.540 -1.346
H 2.133 8.159 -0.809
H 1.212 9.669 -0.267
H -0.523 8.066 0.772
H 0.929 7.897 1.561
H -1.032 6.025 -0.962
H -0.149 3.214 -0.769
H 2.376 5.936 1.417
H 2.625 2.559 -0.224
H 1.968 2.415 1.410
H 3.098 3.593 1.207
C 4.034 0.591 -2.465
C 5.366 0.558 -3.292
N 5.403 -0.578 -4.359
C 5.508 -1.928 -4.141
C 5.251 -2.564 -5.342
N 5.146 -1.631 -6.299
C 5.133 -0.390 -5.652
C 4.631 -1.906 -7.619
H 3.986 -0.235 -1.755
H 3.194 0.441 -3.143
H 3.780 1.449 -1.841
H 6.346 0.403 -2.840
H 5.408 1.578 -3.672
H 5.746 -2.190 -3.121
H 5.127 -3.608 -5.590
H 4.860 0.598 -5.994
H 5.516 -2.026 -8.243
H 3.986 -1.110 -7.993
H 3.970 -2.772 -7.586
C 4.528 0.489 2.168
C 3.352 -0.484 1.880
N 2.872 -1.208 3.008
C 1.676 -1.957 3.075
C 1.556 -2.682 4.263
N 2.621 -2.302 5.068
C 3.495 -1.576 4.232
C 2.820 -2.666 6.421
H 4.167 1.267 2.840
H 4.937 0.940 1.263
H 5.371 -0.047 2.604
H 3.705 -1.200 1.137
H 2.525 0.018 1.377
H 0.995 -1.745 2.264
H 0.783 -3.324 4.657
H 4.442 -1.228 4.618
H 2.353 -3.641 6.559
H 2.496 -1.943 7.170
H 3.875 -2.877 6.595
```

- total charge = +6
- E_LUMO (eV) = -11.543
- HOMO-LUMO gap (eV) = 8.029

Atomic partial charges in e from the Löwdin method, atoms 1 to 5:
1 I -0.3095
2 C -0.1211
3 C -0.2513
4 C -0.1512
5 C -0.1107

# 4
The ion C4H9NOS with charge +1. Source: the OMol25 dataset; level of theory: ωB97M-V/def2-TZVPD.

```
16
C4H9NOS (ωB97M-V/def2-TZVPD)
O 2.205 -0.472 -2.123
C 1.216 -0.863 -1.574
C 0.241 0.094 -0.885
C -0.155 -0.529 0.457
C -1.156 0.443 1.169
S -1.594 0.124 2.866
N 0.840 1.395 -0.580
H 1.038 -1.941 -1.437
H -0.602 0.170 -1.580
H -0.730 -1.449 0.350
H 0.752 -0.613 1.057
H -2.102 0.183 0.662
H -0.833 1.464 1.035
H -1.783 -1.187 2.591
H 1.855 1.256 -0.557
H 0.808 1.926 -1.451
```

- <S²> = 0.753
- ΔE to the lowest compared entry with this formula, charge and spin (kJ/mol) = 104.9
- total charge = +1
- E_LUMO (spin up / spin down) (eV) = -4.210 / -9.101
- spin multiplicity = 2
- HOMO-LUMO gap (spin up / spin down) (eV) = 9.305 / 4.372

Atomic partial charges in e from the Löwdin method, atoms 1 to 5:
1 O 0.1039
2 C -0.2089
3 C -0.3608
4 C -0.1862
5 C -0.4810

# 5
A structure of composition C12H8MgN2O4. Source: the OMol25 dataset; level of theory: ωB97M-V/def2-TZVPD.

```
27
C12H8MgN2O4 (ωB97M-V/def2-TZVPD)
Mg -0.745 0.409 -1.585
C 1.791 -0.468 -0.284
O 2.706 -0.805 0.280
C 1.682 -0.025 -2.761
O 2.787 -0.293 -2.822
C 0.472 2.014 -0.850
O 1.440 2.573 -0.525
C -0.513 -1.713 -1.362
O 0.020 -2.714 -1.295
C -1.400 0.863 -3.719
H -2.207 0.102 -3.774
H -1.744 1.899 -3.511
C -0.204 0.637 -4.298
H 0.480 1.444 -4.567
H 0.027 -0.289 -4.826
N 0.342 -0.916 6.352
C 0.080 -0.738 5.219
C -0.214 -0.449 3.800
C -0.664 -1.468 2.981
C -0.930 -1.175 1.629
N -0.737 0.047 1.086
C -0.390 1.039 1.924
C -0.053 0.813 3.261
H -0.739 -2.501 3.300
H -1.336 -1.940 0.966
H -0.292 2.038 1.522
H 0.342 1.613 3.860
```

- ΔE to the lowest compared entry with this formula, charge and spin (kJ/mol) = 0.0
- total charge = +2
- E_LUMO (eV) = -8.508
- HOMO-LUMO gap (eV) = 8.155

Atomic partial charges in e from the Löwdin method, atoms 1 to 5:
1 Mg 0.6598
2 C -0.0348
3 O 0.2103
4 C -0.0181
5 O 0.1945